The following is a quantum chemistry calculation of 2 unconnected molecules or ions with the total composition C5H14 at a distorted geometry, from the OMol25 dataset.

Computed properties:
Energy relative to the best compared isomer or geometry (same formula, charge and spin) ... 5.55 kcal/mol
LUMO ... 1.04 eV
Gap between HOMO and LUMO ... 12.2797 eV
HOMO level ... -11.2360 eV
E_tot ... -5411.809 eV
SMILES ... CCC.CC
Charge ... 0

Structure (XYZ):
```
19
Properties=species:S:1:pos:R:3:forces:R:3:lowdin_charge:R:1
C -2.57289 -0.06255 -1.71180 -0.1 -0.4 0.3 -0.13
C -1.07837 -0.35982 -1.63100 0.1 0.6 -0.7 -0.34
C -0.68273 -1.78067 -1.28033 0.0 0.2 0.2 -0.12
H -3.03775 -0.14729 -0.72754 0.0 0.2 0.1 0.07
H -2.72586 0.93600 -2.12361 -0.2 0.0 0.2 0.07
H -3.12380 -0.77124 -2.33912 0.3 0.0 -0.1 0.07
H -0.64955 -0.04262 -2.58301 0.1 -0.4 -0.3 0.09
H -0.59729 0.35201 -0.95510 -0.2 -0.2 0.4 0.09
H 0.40128 -1.88172 -1.29244 0.1 -0.1 0.0 0.06
H -1.01780 -1.99252 -0.26948 -0.1 -0.2 0.2 0.07
H -1.11272 -2.53778 -1.93835 0.0 0.1 -0.1 0.07
C 1.60066 0.73861 2.66260 -0.4 1.1 0.5 -0.18
C 2.40751 1.35601 1.53591 0.8 -1.3 -0.3 -0.18
H 1.96536 1.09702 3.63049 0.3 -0.4 0.0 0.06
H 0.58015 1.11887 2.67363 -0.3 -0.2 -0.3 0.06
H 1.57306 -0.34594 2.63243 0.1 -0.1 0.0 0.06
H 2.60027 2.42153 1.60357 -0.6 0.2 -0.2 0.06
H 3.39965 0.92146 1.54893 0.5 -0.1 0.3 0.05
H 2.07080 0.98066 0.56423 -0.4 0.8 0.0 0.06
```
Forces are in eV/Å.